One molecule with the formula C24H20N6OS in a non-equilibrium geometry. Source: OMol25; level of theory: the ωB97M-V functional and the def2-TZVPD basis.

Results
**HOMO-LUMO gap**: 0.3254 Ha
**HOMO energy**: -8.5990 eV
**Energy relative to the best compared isomer or geometry (same formula, charge and spin)**: 80.96 kcal per mole

Geometry (Å):
C (5.7191, -0.1172, 6.2968)
C (5.2523, 0.3483, 4.9524)
C (5.6430, 1.5958, 4.4707)
C (5.2136, 2.0476, 3.2411)
C (4.3758, 1.2498, 2.4621)
C (3.9210, 1.7138, 1.1700)
N (4.2374, 2.8730, 0.6480)
O (3.6101, 2.9096, -0.5559)
C (2.9512, 1.7482, -0.6809)
C (2.1635, 1.4966, -1.8991)
S (0.3709, 1.5811, -1.5105)
C (-0.1258, 0.1275, -2.3197)
N (0.6435, -0.6580, -3.0291)
N (-0.1097, -1.6630, -3.4778)
C (-1.3344, -1.4978, -3.0500)
C (-2.4423, -2.3648, -3.4025)
C (-3.7532, -1.9033, -3.5181)
C (-4.7353, -2.8085, -3.8846)
N (-4.5009, -4.0844, -4.1368)
C (-3.2531, -4.5154, -4.0474)
C (-2.1891, -3.7069, -3.6884)
N (-1.4063, -0.3490, -2.2893)
C (-2.4818, 0.1472, -1.5267)
C (-3.1551, -0.7036, -0.6574)
C (-4.2112, -0.2192, 0.0879)
C (-4.6074, 1.1108, -0.0099)
C (-5.7399, 1.6280, 0.8207)
C (-3.9157, 1.9491, -0.8754)
C (-2.8597, 1.4784, -1.6333)
N (3.1061, 0.9790, 0.3489)
C (3.9799, 0.0015, 2.9345)
C (4.4173, -0.4389, 4.1685)
H (6.7920, 0.0328, 6.4026)
H (5.2254, 0.4558, 7.0820)
H (5.4937, -1.1698, 6.4469)
H (6.2929, 2.2147, 5.0727)
H (5.5144, 3.0121, 2.8633)
H (2.3242, 0.4915, -2.2907)
H (2.3831, 2.2559, -2.6482)
H (-4.0031, -0.8682, -3.3440)
H (-5.7662, -2.4940, -3.9833)
H (-3.1049, -5.5630, -4.2740)
H (-1.1816, -4.0845, -3.6276)
H (-2.8505, -1.7364, -0.5728)
H (-4.7341, -0.8836, 0.7597)
H (-5.3792, 1.8877, 1.8163)
H (-6.5143, 0.8726, 0.9326)
H (-6.1746, 2.5193, 0.3756)
H (-4.2075, 2.9850, -0.9630)
H (-2.3339, 2.1347, -2.3096)
H (3.3330, -0.6084, 2.3233)
H (4.1073, -1.4092, 4.5295)


A 15-piece molecular cluster, C51H124N5O15 overall in a non-equilibrium geometry. Source: OMol25; level of theory: the ωB97M-V functional and the def2-TZVPD basis.

Results
**Net charge**: -3
**HOMO-LUMO gap**: 0.0907 Ha
**HOMO energy**: 1.9289 eV

Geometry (Å):
C (-3.4333, 4.0829, 0.2799)
C (-3.1058, 2.8052, 0.9765)
C (-3.5661, 1.7443, -0.0711)
C (-2.5582, 1.6828, -1.2732)
C (-1.2023, 1.2831, -0.6916)
C (-0.6873, 2.4329, 0.2191)
N (-1.6742, 2.6083, 1.3482)
O (-1.2206, 3.5347, 2.3821)
C (-0.3055, 3.6268, -0.6619)
C (0.6392, 1.8923, 0.7931)
C (-4.1211, 2.4403, 2.1721)
H (-2.8242, 4.9051, 0.6555)
H (-4.4332, 4.4912, 0.4272)
H (-3.3539, 3.9926, -0.8035)
H (-4.6038, 1.8389, -0.3910)
H (-3.6342, 0.7421, 0.3520)
H (-2.4632, 2.6158, -1.8288)
H (-2.8703, 1.0114, -2.0732)
H (-0.4296, 1.0828, -1.4339)
H (-1.2541, 0.3217, -0.1805)
H (0.5718, 4.1201, -0.2435)
H (-1.0936, 4.3744, -0.5719)
H (-0.1548, 3.3992, -1.7172)
H (0.3795, 0.9535, 1.2822)
H (1.1068, 2.4112, 1.6299)
H (1.3621, 1.5555, 0.0501)
H (-3.9322, 1.4799, 2.6519)
H (-5.1917, 2.4518, 1.9677)
H (-4.0314, 3.2600, 2.8849)
C (3.4319, -1.3080, 1.1112)
C (3.7898, -2.8647, 1.0113)
C (4.9657, -2.7399, 0.0430)
C (5.7227, -4.0705, -0.0732)
C (6.0676, -4.5612, 1.4109)
C (4.9094, -4.5795, 2.3962)
N (4.1955, -3.2539, 2.3429)
O (3.0801, -3.2039, 3.2951)
C (5.6378, -4.7502, 3.7566)
C (4.1662, -5.8947, 2.1645)
C (2.6552, -3.6717, 0.2531)
H (2.6849, -1.2648, 1.9038)
H (2.9052, -0.8711, 0.2628)
H (4.2232, -0.6201, 1.4092)
H (5.6574, -1.9369, 0.2979)
H (4.5319, -2.4492, -0.9138)
H (6.6709, -3.8596, -0.5675)
H (5.1870, -4.8424, -0.6258)
H (6.8629, -3.8964, 1.7483)
H (6.5002, -5.5375, 1.1921)
H (4.8540, -4.7503, 4.5142)
H (6.3112, -3.9133, 3.9411)
H (6.1997, -5.6840, 3.7376)
H (4.4535, -6.4024, 1.2438)
H (3.1320, -5.6409, 1.9317)
H (4.2357, -6.7096, 2.8851)
H (1.8772, -3.9633, 0.9586)
H (3.0541, -4.5454, -0.2623)
H (2.1996, -2.9323, -0.4056)
C (-3.7090, -2.6202, 0.7898)
C (-4.2109, -3.5159, 2.0158)
C (-4.8050, -4.6823, 1.3507)
C (-3.9071, -5.8143, 0.8478)
C (-3.0691, -6.2410, 1.9456)
C (-2.2169, -5.0364, 2.5330)
N (-3.1839, -4.0314, 2.9748)
O (-2.5853, -3.0069, 3.8193)
C (-1.0549, -4.6505, 1.6125)
C (-1.5156, -5.6627, 3.8127)
C (-5.3336, -2.6980, 2.6788)
H (-2.9699, -1.8774, 1.0900)
H (-4.4839, -2.1062, 0.2211)
H (-3.1553, -3.1750, 0.0324)
H (-5.2858, -4.4005, 0.4140)
H (-5.6827, -5.1148, 1.8311)
H (-3.2445, -5.5262, 0.0317)
H (-4.5994, -6.5411, 0.4228)
H (-2.3509, -6.9527, 1.5385)
H (-3.6798, -6.6814, 2.7337)
H (-0.4127, -5.4322, 1.2069)
H (-0.4153, -3.9729, 2.1781)
H (-1.3006, -4.2266, 0.6388)
H (-0.6704, -5.0780, 4.1759)
H (-1.0845, -6.6638, 3.8021)
H (-2.1965, -5.8050, 4.6518)
H (-5.8666, -3.2625, 3.4439)
H (-5.9356, -2.3027, 1.8606)
H (-4.8856, -1.8380, 3.1766)
C (-7.1924, 3.6392, 5.2993)
C (-5.8448, 4.2420, 5.3700)
O (-4.9910, 3.4751, 6.2488)
H (-7.5454, 3.3842, 6.2985)
H (-7.1297, 2.5965, 4.9880)
H (-7.9497, 4.1230, 4.6825)
H (-5.7944, 5.2863, 5.6782)
H (-5.3795, 4.3115, 4.3868)
H (-5.4953, 2.6742, 6.4094)
C (4.0751, 3.7279, 2.0615)
C (4.2025, 2.1836, 2.2312)
O (3.7292, 1.8109, 3.5570)
H (4.7489, 4.1473, 1.3145)
H (4.2459, 4.1195, 3.0643)
H (3.0590, 4.0585, 1.8459)
H (5.2169, 1.8310, 2.0445)
H (3.6238, 1.6972, 1.4459)
H (4.1483, 0.9845, 3.8083)
C (-5.1266, 3.1925, -3.6590)
C (-3.8847, 3.3236, -4.5557)
O (-4.2894, 3.7835, -5.8385)
H (-4.8932, 2.5430, -2.8153)
H (-5.9158, 2.6777, -4.2069)
H (-5.4201, 4.1608, -3.2535)
H (-3.2783, 2.4325, -4.7176)
H (-3.2853, 4.1243, -4.1224)
H (-3.8532, 3.2981, -6.5426)
C (-2.9604, -2.2660, -2.8906)
C (-1.7494, -2.9157, -3.6713)
C (-0.6318, -3.0870, -2.6489)
C (0.6167, -3.8891, -3.1721)
C (0.1786, -5.3533, -3.4654)
C (-1.1643, -5.4168, -4.4127)
N (-2.1081, -4.2964, -4.1277)
O (-3.2895, -4.3056, -4.8802)
C (-0.7194, -5.2933, -5.8513)
C (-1.7916, -6.8026, -4.1223)
C (-1.2903, -2.0453, -4.8750)
H (-3.8750, -2.1046, -3.4610)
H (-2.7564, -1.2564, -2.5339)
H (-3.1796, -2.9171, -2.0444)
H (-0.2661, -2.1090, -2.3360)
H (-0.9576, -3.5353, -1.7103)
H (1.3585, -3.9394, -2.3750)
H (1.1343, -3.3524, -3.9673)
H (-0.0936, -5.8545, -2.5366)
H (1.1207, -5.7791, -3.8108)
H (-0.0360, -4.4663, -6.0445)
H (-0.1534, -6.1504, -6.2161)
H (-1.5190, -5.4161, -6.5819)
H (-2.2369, -6.9124, -3.1335)
H (-2.6390, -7.0070, -4.7767)
H (-1.1038, -7.6428, -4.2181)
H (-0.7216, -1.1980, -4.4917)
H (-2.1655, -1.8310, -5.4882)
H (-0.4454, -2.4661, -5.4201)
H (-3.9537, -4.4698, -4.2068)
C (5.9887, 1.8205, -1.1097)
C (5.2004, 2.5652, -2.1565)
C (3.7024, 2.8533, -1.7204)
C (3.0231, 4.1292, -2.4132)
C (3.8245, 5.3568, -2.0328)
C (5.2604, 5.1720, -2.6340)
N (5.9056, 3.8724, -2.2266)
O (7.1544, 3.7754, -2.8150)
C (5.1924, 5.2991, -4.2008)
C (6.0462, 6.4685, -2.1636)
C (5.0126, 1.6340, -3.4436)
H (5.9536, 2.3086, -0.1357)
H (6.9844, 1.5744, -1.4785)
H (5.4215, 0.8965, -0.9975)
H (3.1003, 1.9776, -1.9628)
H (3.6351, 2.9230, -0.6347)
H (2.0023, 4.2683, -2.0571)
H (2.8789, 4.0724, -3.4921)
H (3.9995, 5.5033, -0.9669)
H (3.2190, 6.1972, -2.3722)
H (6.1846, 5.2960, -4.6521)
H (4.6340, 4.5130, -4.7090)
H (4.6282, 6.2107, -4.3979)
H (5.4207, 7.2808, -1.7935)
H (6.6607, 6.2138, -1.3001)
H (6.7471, 7.0103, -2.7987)
H (4.4941, 0.7208, -3.1515)
H (5.9394, 1.1991, -3.8175)
H (4.6514, 2.1218, -4.3490)
H (7.7094, 3.9588, -2.0535)
O (0.7817, 6.2253, 1.8778)
H (0.2865, 5.4119, 1.7799)
H (0.5390, 6.7475, 1.1132)
O (-5.7339, 6.7098, -0.6696)
H (-4.9338, 6.3151, -1.0165)
H (-6.4423, 6.1935, -1.0540)
O (-1.9722, 2.1330, 5.0016)
H (-1.9372, 2.4432, 4.0967)
H (-2.0875, 2.9273, 5.5232)
O (-1.6042, -0.0513, 2.7082)
H (-2.1653, -0.7188, 2.3135)
H (-1.5697, 0.6491, 2.0566)
O (-1.8618, 7.0384, 2.5905)
H (-2.3975, 7.8054, 2.3881)
H (-2.3001, 6.3146, 2.1429)
O (0.6948, 1.6174, 4.0002)
H (0.1801, 2.0986, 3.3523)
H (1.6049, 1.7782, 3.7512)
O (0.0272, 5.0062, 4.5442)
H (-0.0948, 4.4089, 5.2821)
H (-0.2371, 4.4977, 3.7775)


C31H35NOP2S2V as an isolated structure in a non-equilibrium geometry. Source: OMol25; level of theory: the ωB97M-V functional and the def2-TZVPD basis.

Results
**2S+1**: 2
**HOMO-LUMO gap (alpha / beta)**: 0.3053 / 0.3088 Ha
**Expectation value of S²**: 0.7793
**HOMO energy (alpha / beta)**: -7.7293 / -7.8272 eV

Geometry (Å):
V (-0.1050, 0.2721, 0.3307)
S (-0.7762, 2.5948, 0.1043)
P (-2.3363, 1.5939, 0.9116)
C (-1.9843, -0.0634, 1.2132)
P (-1.1197, -0.4779, 2.6508)
S (0.6482, -1.2048, 2.0268)
C (-0.8239, 0.7697, 3.9492)
C (-1.7492, 0.9726, 4.9691)
C (-1.5134, 1.9456, 5.9274)
C (-0.3631, 2.7188, 5.8691)
C (0.5550, 2.5255, 4.8465)
C (0.3293, 1.5475, 3.8897)
C (-2.0177, -1.8019, 3.5191)
C (-3.3368, -2.0698, 3.1761)
C (-4.0258, -3.0898, 3.8174)
C (-3.3929, -3.8452, 4.7933)
C (-2.0698, -3.5851, 5.1279)
C (-1.3804, -2.5654, 4.4934)
C (-3.0351, 2.5801, 2.2688)
C (-2.3998, 3.7093, 2.7693)
C (-2.9629, 4.4040, 3.8307)
C (-4.1570, 3.9724, 4.3880)
C (-4.7898, 2.8399, 3.8922)
C (-4.2286, 2.1398, 2.8378)
C (-3.6277, 1.5945, -0.3731)
C (-4.1533, 2.7969, -0.8393)
C (-5.0630, 2.7957, -1.8834)
C (-5.4471, 1.5955, -2.4669)
C (-4.9387, 0.3960, -1.9915)
C (-4.0283, 0.3918, -0.9435)
H (-2.6477, 0.3691, 5.0076)
H (-2.2308, 2.0970, 6.7242)
H (-0.1738, 3.4646, 6.6311)
H (1.4551, 3.1256, 4.8023)
H (1.0631, 1.3611, 3.1158)
H (-3.8023, -1.4816, 2.3943)
H (-5.0541, -3.3013, 3.5521)
H (-3.9286, -4.6405, 5.2961)
H (-1.5766, -4.1852, 5.8823)
H (-0.3450, -2.3606, 4.7404)
H (-1.4721, 4.0374, 2.3193)
H (-2.4603, 5.2797, 4.2211)
H (-4.5973, 4.5197, 5.2122)
H (-5.7196, 2.5012, 4.3320)
H (-4.7179, 1.2564, 2.4418)
H (-3.8362, 3.7259, -0.3782)
H (-5.4766, 3.7286, -2.2453)
H (-6.1394, 1.5964, -3.2995)
H (-5.2533, -0.5412, -2.4340)
H (-3.6103, -0.5297, -0.5599)
C (0.9124, -2.4535, -1.9703)
C (-0.0733, -1.3037, -2.2397)
C (0.3920, -0.4702, -3.4419)
C (-1.4731, -1.8668, -2.5194)
N (-0.1102, -0.4699, -1.0775)
H (1.0988, -3.0310, -2.8779)
H (0.5043, -3.1127, -1.2036)
H (1.8529, -2.0411, -1.6038)
H (0.3600, -1.0690, -4.3537)
H (1.4133, -0.1210, -3.2841)
H (-0.2644, 0.3930, -3.5610)
H (-1.4421, -2.5355, -3.3815)
H (-2.1645, -1.0493, -2.7256)
H (-1.8273, -2.4182, -1.6472)
C (2.6771, 2.2258, -1.4931)
C (3.1094, 1.5678, -0.1948)
O (2.0148, 1.4326, 0.7212)
H (3.5064, 2.2579, -2.2003)
H (2.3430, 3.2498, -1.3098)
H (1.8494, 1.6657, -1.9301)
H (3.9061, 2.1452, 0.2827)
H (3.4754, 0.5575, -0.3731)
H (1.5722, 2.2916, 0.7821)


A 2-piece molecular cluster, C2H5NO3 overall in a non-equilibrium geometry. Source: OMol25; level of theory: the ωB97M-V functional and the def2-TZVPD basis.

Results
**HOMO-LUMO gap**: 0.3976 Ha
**HOMO energy**: -10.3497 eV
**Energy relative to the best compared isomer or geometry (same formula, charge and spin)**: 46.81 kcal per mole

Geometry (Å):
O (0.5538, 2.9299, -1.5912)
C (-0.3944, 2.2830, -1.2254)
N (-0.3466, 1.3396, -0.1163)
C (0.5245, 0.6531, 0.7977)
O (1.4841, 0.0850, 0.4953)
H (-1.2012, 1.9904, -1.9272)
H (-1.0838, 0.6671, -0.2825)
H (0.1009, 0.4842, 1.7524)
O (-0.0856, -3.2573, 1.0014)
H (0.7143, -3.8091, 1.0612)
H (-0.2661, -3.3659, 0.0346)